(1)
Entry from OMol25: C31H42BrN3P2Sr as an isolated structure in a non-equilibrium geometry (ωB97M-V with the def2-TZVPD basis set).

Cartesian coordinates (Å):
C1 1.9337 4.0689 -0.5823
C2 0.8934 3.6477 -1.4348
C3 1.2211 3.3314 -2.7666
C4 2.5734 3.2332 -3.1090
N1 3.5512 3.4109 -2.2179
C5 3.2532 3.9382 -1.0306
C6 -0.4419 3.4594 -0.9405
C7 -1.5507 3.2064 -0.4672
C8 -2.7914 2.8110 0.1519
C9 -3.0236 1.4494 0.5102
C10 -3.9055 1.1444 1.5626
C11 -4.8243 2.1360 1.9047
C12 -4.8434 3.4036 1.2946
C13 -3.7837 3.7611 0.4559
Sr1 -0.4372 0.7150 1.3717
P1 2.1791 -0.4737 -0.1106
H1 0.4404 3.0731 -3.4816
H2 1.7163 4.4028 0.4329
H3 2.8576 2.9511 -4.1215
H4 4.0815 4.2423 -0.3917
H5 -3.7203 4.7556 0.0011
H6 -2.6465 0.6482 -0.1668
H7 -5.6497 4.0978 1.4806
H8 -3.9041 0.1588 2.0307
C14 2.8259 -2.1851 0.1909
C15 3.9740 -2.6749 -0.6848
H9 1.9486 -2.8357 0.0606
H10 3.0995 -2.2470 1.2541
H11 4.2041 -3.7180 -0.4317
H12 3.7096 -2.6438 -1.7486
H13 4.9002 -2.1072 -0.5361
C16 2.4944 -0.2367 -1.9393
C17 3.8846 0.2346 -2.3632
H14 1.7387 0.4992 -2.2714
H15 2.2468 -1.1770 -2.4669
H16 3.9610 0.2361 -3.4600
H17 4.0760 1.2636 -2.0394
H18 4.6905 -0.4123 -1.9988
C18 3.4134 0.6154 0.7428
C19 4.8555 0.1307 0.7924
H19 3.0419 0.7213 1.7728
H20 3.3695 1.6179 0.2960
H21 5.4673 0.8250 1.3834
H22 4.9420 -0.8544 1.2678
H23 5.3337 0.0780 -0.1913
Br1 -6.1836 1.6812 3.1584
P2 -1.6454 -1.7436 -1.1716
C20 -0.7617 -2.6513 -2.5170
C21 -1.3462 -3.9743 -3.0045
H24 0.2396 -2.8279 -2.0941
H25 -0.6443 -1.9582 -3.3624
H26 -0.6061 -4.4617 -3.6497
H27 -1.5725 -4.6699 -2.1858
H28 -2.2584 -3.8542 -3.6052
C22 -2.8081 -3.0032 -0.4872
C23 -4.1161 -3.2735 -1.2187
H29 -3.0261 -2.6543 0.5321
H30 -2.2276 -3.9302 -0.3933
H31 -4.7182 -3.9542 -0.6029
H32 -4.7123 -2.3662 -1.3772
H33 -3.9779 -3.7638 -2.1927
C24 -2.7946 -0.6155 -2.1195
C25 -3.2251 -1.0554 -3.5171
H34 -2.2606 0.3510 -2.1972
H35 -3.6918 -0.4417 -1.4967
H36 -3.7918 -0.2366 -3.9761
H37 -2.3728 -1.2734 -4.1700
H38 -3.8794 -1.9354 -3.5052
N2 0.0329 -0.1440 9.0509
C26 0.0314 -0.0655 7.8785
C27 0.0591 -0.0165 6.4310
C28 0.3984 -1.1660 5.7101
C29 0.4107 -1.1151 4.3218
N3 0.1326 0.0329 3.6615
C30 -0.1942 1.1514 4.3583
C31 -0.2286 1.1651 5.7468
H39 0.6576 -2.0879 6.2289
H40 0.6348 -1.9861 3.7138
H41 -0.4359 2.0489 3.7638
H42 -0.4736 2.0930 6.2828

Atoms 1-3, force components in eV/Å:
C -0.13 -0.42 -0.10
C 0.73 0.17 -0.32
C 0.03 -0.23 0.32

Output
Orbital gap, eV: 7.523
Energy, eV: -126739.3726
Net charge: +2
LUMO energy, Ha: -0.2311
Energy above the lowest of the compared OMol25 structures with the same formula, charge and spin, kcal per mole: 0.0
E_HOMO, hartree: -0.508

(2)
Entry from OMol25: one molecule with the formula C4H9NO (ωB97M-V with the def2-TZVPD basis set).

Cartesian coordinates (Å):
C1 -1.2969 -0.8979 0.2319
N1 -0.3052 0.1607 0.3022
C2 -0.8490 1.4109 -0.1925
C3 0.9252 -0.2104 -0.3738
C4 2.0780 -0.4825 0.5689
O1 3.1729 -0.8084 0.1755
H1 -1.5995 -1.1135 -0.8115
H2 -2.1877 -0.6053 0.7987
H3 -0.8920 -1.8201 0.6608
H4 -1.7419 1.6672 0.3838
H5 -0.1124 2.2131 -0.0758
H6 -1.1330 1.3554 -1.2584
H7 1.2825 0.5903 -1.0412
H8 0.8046 -1.1057 -1.0145
H9 1.8544 -0.3536 1.6459

Atoms 1-3, force components in eV/Å:
C -0.08 -0.12 0.02
N 0.07 -0.04 -0.13
C -0.03 0.18 -0.03

Output
Orbital gap, eV: 9.958
Energy, eV: -7830.5441
Net charge: 0
LUMO energy, Ha: 0.0354
Energy above the lowest of the compared OMol25 structures with the same formula, charge and spin, kcal per mole: 41.0
E_HOMO, hartree: -0.331
Structure (SMILES): CN(C)CC=O

(3)
Entry from OMol25: an isolated ion of composition C30H27N2 and charge +1 in a non-equilibrium geometry (ωB97M-V with the def2-TZVPD basis set).

Cartesian coordinates (Å):
C1 -0.9851 -4.9286 2.7082
C2 -0.9171 -3.7475 3.4521
C3 -0.4542 -2.5530 2.8721
C4 -0.0381 -2.5287 1.5345
C5 0.4694 -1.2785 0.9082
C6 -0.1552 -0.1158 1.1901
C7 0.0930 1.2829 0.6277
C8 0.3081 2.2925 1.8739
C9 1.2379 3.3321 1.7945
C10 1.2700 4.3604 2.7546
C11 0.4894 4.2957 3.9171
C12 -0.3167 3.1698 4.0750
C13 -0.3268 2.1305 3.1125
C14 1.6057 -1.4437 -0.0508
C15 1.7571 -0.5291 -1.0940
C16 2.8328 -0.5652 -1.9708
C17 3.7664 -1.6003 -1.8724
C18 3.6302 -2.5613 -0.8537
C19 2.5867 -2.4597 0.0757
C20 -0.0500 -3.7439 0.8182
C21 -0.5395 -4.9211 1.3811
H1 -1.3145 -5.8620 3.1826
H2 -1.2419 -3.7835 4.4874
H3 -0.4486 -1.6281 3.4500
H4 -1.0025 -0.1560 1.8871
H5 1.0057 1.4118 0.0339
H6 1.9612 3.3613 0.9691
H7 1.9666 5.1876 2.6351
H8 0.4680 5.1143 4.6314
H9 -0.8938 3.0421 4.9910
H10 -0.8584 1.2172 3.3917
H11 0.9173 0.1555 -1.2679
H12 2.9172 0.2147 -2.7265
H13 4.6245 -1.6198 -2.5426
H14 4.3579 -3.3720 -0.7825
H15 2.4797 -3.1947 0.8826
H16 0.2758 -3.7438 -0.2182
H17 -0.5674 -5.8218 0.7707
C22 -0.5336 -1.2020 -4.9038
C23 -1.8468 -1.0600 -4.4411
C24 -2.1219 -0.1931 -3.3883
C25 -1.0850 0.5280 -2.7527
C26 -1.4497 1.4027 -1.5662
N1 -0.9711 1.7589 -0.3255
C27 -1.7035 2.8578 0.2135
C28 -2.8603 3.0565 -0.7097
N2 -2.5525 2.1314 -1.7777
C29 0.1945 0.5102 -3.3793
C30 0.4883 -0.4213 -4.3665
H18 -0.3020 -1.9720 -5.6308
H19 -2.6471 -1.6269 -4.8988
H20 -3.1597 -0.0807 -3.0654
H21 -1.9607 2.5790 1.2216
H22 -1.0640 3.7329 0.2875
H23 -3.7533 2.7459 -0.1588
H24 -2.8882 4.0926 -1.0446
H25 -3.1603 2.0218 -2.5866
H26 0.9432 1.2446 -3.0702
H27 1.5224 -0.5167 -4.6855

Atoms 1-3, force components in eV/Å:
C 0.42 0.10 -0.05
C -0.03 0.05 -0.38
C -0.40 -0.47 -0.03

Output
Orbital gap, eV: 7.626
Energy, eV: -34520.9329
Net charge: +1
LUMO energy, Ha: -0.1172
Energy above the lowest of the compared OMol25 structures with the same formula, charge and spin, kcal per mole: 8.1
E_HOMO, hartree: -0.397
Structure (SMILES): C(=C(c1ccccc1)c1ccccc1)[C@H](c1ccccc1)N1CC[NH+]=C1c1ccccc1

- Among the records above, which one has the lowest LUMO energy?
  C31H42BrN3P2Sr

- energy of number 1 (C31H42BrN3P2Sr)?
  -126739.3726 eV

- Among the records above, which one has the highest orbital gap?
  C4H9NO

- Which formula does entry 3 have?
  C30H27N2